{"formula": "C6H9N6O", "method": "the ωB97M-V functional and the def2-TZVPD basis", "species": ["N", "C", "N", "C", "O", "C", "N", "C", "C", "N", "C", "N", "N", "H", "H", "H", "H", "H", "H", "H", "H", "H"], "positions_angstrom": [[3.61, -1.87, -0.18], [2.62, -1.46, 0.63], [1.55, -0.74, 0.32], [0.70, -0.53, 1.40], [0.93, -0.65, 2.59], [-0.64, 0.12, 1.04], [-1.41, 0.45, 2.04], [-2.53, 1.15, 1.73], [-2.88, 1.41, 0.43], [-1.98, 1.19, -0.54], [-0.84, 0.51, -0.31], [-0.10, 0.28, -1.37], [-0.68, 0.63, -2.63], [4.25, -2.47, 0.25], [3.72, -1.43, -1.07], [2.76, -1.92, 1.71], [-3.05, 1.28, 2.66], [-3.78, 1.82, 0.25], [-2.26, 1.40, -1.57], [0.85, -0.27, -1.28], [-0.75, -0.24, -3.10], [-0.08, 1.35, -3.00]], "mulliken_charge": [-0.29, 0.12, -0.45, 0.32, -0.55, 0.47, -0.46, -0.35, -0.37, -0.07, 0.60, -0.10, -0.86, 0.25, 0.23, 0.25, 0.46, 0.49, 0.41, 0.42, 0.24, 0.24], "spin_multiplicity": 1, "charge": 1, "smiles": "N/C=N/C(=O)c1ncc[nH]/c1=[NH+]\\N", "total_energy_ev": -17348.2869, "de_lowest_ev": 0.469, "homo_ev": -12.9}

---

{"formula": "C6H9NO", "method": "the ωB97M-V functional and the def2-TZVPD basis", "species": ["C", "C", "C", "C", "C", "C", "H", "H", "H", "H", "H", "H", "H", "H", "H", "N", "O"], "positions_angstrom": [[-0.76, -0.39, 0.09], [-0.18, 0.51, 1.30], [0.25, 1.27, 0.17], [-1.05, 0.74, -0.75], [1.20, 0.41, -0.46], [0.52, -0.98, -0.48], [-1.20, -2.20, 0.30], [0.50, -0.06, 2.05], [-0.94, 1.19, 1.64], [0.21, 2.34, 0.31], [-1.03, 0.66, -1.79], [-2.10, 1.15, -0.53], [1.87, 0.57, -1.20], [2.42, -1.45, 0.16], [0.42, -1.51, -1.45], [1.57, -1.00, 0.44], [-1.70, -1.26, 0.21]], "mulliken_charge": [0.26, -0.49, -0.45, -0.74, -0.67, -0.23, 0.41, 0.29, 0.37, 0.55, 0.33, 0.32, 0.58, 0.23, 0.44, -0.58, -0.63], "spin_multiplicity": 1, "total_energy_ev": -9899.8964, "de_lowest_ev": 5.708, "homo_ev": -8.3}

---

{"formula": "C6H9NO", "method": "the ωB97M-V functional and the def2-TZVPD basis", "species": ["C", "C", "C", "C", "O", "C", "C", "N", "H", "H", "H", "H", "H", "H", "H", "H", "H"], "positions_angstrom": [[-0.58, -1.02, 0.99], [0.81, -0.42, 0.69], [1.13, -0.24, -0.83], [-0.06, 0.50, -1.32], [-1.16, -0.40, -1.31], [-1.45, -0.14, 0.08], [-0.47, 1.16, 0.01], [0.57, 0.95, 1.02], [-0.78, -2.12, 0.68], [-0.96, -0.96, 2.00], [1.65, -0.87, 1.27], [1.18, -1.21, -1.35], [2.13, 0.16, -0.91], [-0.09, 1.02, -2.26], [-2.46, -0.01, 0.31], [-0.93, 2.12, 0.01], [1.46, 1.48, 0.91]], "mulliken_charge": [-0.78, -0.14, -0.98, 0.07, -0.49, -0.24, -0.43, -0.59, 0.31, 0.43, 0.37, 0.34, 0.38, 0.44, 0.51, 0.52, 0.29], "spin_multiplicity": 1, "smiles": "C1[C@H]2C[C@H]3O[C@@H]1[C@H]3N2", "total_energy_ev": -9903.7623, "de_lowest_ev": 1.842, "homo_ev": -9.2}

---

{"formula": "C6H9NO", "method": "the ωB97M-V functional and the def2-TZVPD basis", "species": ["O", "C", "C", "C", "C", "C", "N", "C", "H", "H", "H", "H", "H", "H", "H", "H", "H"], "positions_angstrom": [[0.45, -0.71, 1.38], [0.30, -0.49, -0.13], [-1.07, -0.99, -0.57], [-1.84, 0.09, 0.14], [-1.10, 1.16, 0.25], [0.17, 0.93, -0.33], [1.69, 0.95, 0.14], [1.67, -0.56, -0.46], [-0.41, -0.35, 1.84], [-1.17, -2.05, -0.05], [-1.22, -0.94, -1.67], [-2.91, 0.17, 0.43], [-1.25, 2.15, 0.41], [0.42, 1.36, -1.35], [1.91, 1.00, 1.24], [2.27, -0.48, -1.50], [2.09, -1.23, 0.27]], "mulliken_charge": [-0.60, 0.22, -0.16, -0.65, -0.60, 0.13, -0.64, -0.75, 0.45, 0.23, 0.30, 0.36, 0.52, 0.31, 0.34, 0.22, 0.33], "spin_multiplicity": 1, "smiles": "O[C@@]12CC=C[C@H]1NC2", "total_energy_ev": -9899.6750, "de_lowest_ev": 5.929, "homo_ev": -8.4}

---

{"formula": "C6H9NO", "method": "the ωB97M-V functional and the def2-TZVPD basis", "species": ["C", "C", "C", "C", "C", "C", "H", "H", "H", "H", "H", "H", "H", "H", "H", "N", "O"], "positions_angstrom": [[-0.63, -0.26, -0.61], [0.17, -1.18, 0.17], [0.08, 0.05, 1.23], [0.39, 0.87, 0.01], [1.80, 0.37, -0.55], [1.57, -1.02, -0.28], [-2.58, -0.94, -0.77], [-2.54, 0.99, -0.65], [-0.75, -0.19, -1.75], [-0.20, -2.25, 0.62], [-1.17, -0.05, 1.33], [0.75, 0.12, 2.10], [-0.22, 2.52, 0.74], [2.77, 0.76, -0.84], [2.22, -1.95, -0.34], [-2.04, -0.06, -0.28], [0.35, 2.22, -0.13]], "mulliken_charge": [-0.17, -0.16, -0.80, 0.36, -0.76, -0.33, 0.28, 0.27, 0.35, 0.32, 0.44, 0.37, 0.40, 0.42, 0.32, -0.69, -0.62], "spin_multiplicity": 1, "total_energy_ev": -9899.3518, "de_lowest_ev": 6.252, "homo_ev": -8.0}

---

{"formula": "C6H9NO", "method": "the ωB97M-V functional and the def2-TZVPD basis", "species": ["C", "C", "C", "C", "C", "C", "N", "O", "H", "H", "H", "H", "H", "H", "H", "H", "H"], "positions_angstrom": [[1.62, -0.29, -0.21], [-1.52, -1.00, 0.96], [-1.26, -1.50, -0.43], [-0.78, -0.10, -0.05], [2.71, 0.61, 0.35], [-1.57, 1.01, -0.82], [1.87, -1.40, -0.66], [0.46, 0.36, 0.17], [-2.65, -0.81, 1.24], [-0.97, -1.25, 1.91], [-1.84, -1.81, -1.30], [2.89, 0.44, 1.37], [2.46, 1.67, 0.22], [3.71, 0.60, -0.07], [-1.06, 1.24, -1.64], [-1.63, 1.71, -0.03], [-2.46, 0.53, -1.01]], "mulliken_charge": [0.78, -0.39, -0.62, 0.80, -1.13, -1.57, -0.54, -0.30, 0.22, 0.26, 0.30, 0.27, 0.31, 0.40, 0.45, 0.34, 0.41], "spin_multiplicity": 1, "total_energy_ev": -9899.2424, "de_lowest_ev": 6.362, "homo_ev": [-10.0, -8.6]}

---

{"formula": "C6H9NO", "method": "the ωB97M-V functional and the def2-TZVPD basis", "species": ["C", "C", "N", "C", "C", "C", "C", "O", "H", "H", "H", "H", "H", "H", "H", "H", "H"], "positions_angstrom": [[-2.73, -0.54, -0.14], [-1.52, -0.57, 0.34], [-0.45, -0.76, 0.87], [0.77, -0.02, 0.75], [0.72, 1.25, 1.59], [1.15, 0.30, -0.71], [0.87, -0.80, -1.69], [1.64, 1.35, -1.02], [-3.49, 0.05, 0.33], [-2.99, -1.10, -1.02], [1.56, -0.68, 1.14], [1.68, 1.76, 1.56], [0.48, 1.01, 2.63], [-0.04, 1.92, 1.20], [-0.15, -0.68, -2.06], [0.95, -1.78, -1.23], [1.55, -0.72, -2.54]], "mulliken_charge": [-1.19, 0.88, -0.45, 0.42, -1.38, 0.66, -1.19, -0.55, 0.25, 0.25, 0.25, 0.37, 0.40, 0.32, 0.24, 0.35, 0.38], "spin_multiplicity": 1, "smiles": "C=C=N[C@H](C)C(C)=O", "total_energy_ev": -9903.9933, "de_lowest_ev": 1.611, "homo_ev": -8.8}

---

{"formula": "C6H9NO", "method": "the ωB97M-V functional and the def2-TZVPD basis", "species": ["C", "C", "C", "C", "C", "N", "C", "H", "H", "H", "H", "H", "H", "H", "O", "H", "H"], "positions_angstrom": [[-1.64, 0.60, -1.10], [-0.38, 0.44, -1.50], [0.81, 0.44, -0.64], [2.09, -0.03, -1.07], [2.96, 0.16, -0.04], [2.27, 0.76, 0.99], [0.97, 0.92, 0.63], [-2.49, 0.58, -1.78], [-1.83, 0.78, -0.05], [-0.16, 0.36, -2.55], [2.34, -0.48, -2.01], [4.02, -0.01, 0.07], [2.71, 0.86, 1.90], [0.25, 1.30, 1.34], [-3.71, -2.25, 2.23], [-4.64, -1.98, 2.32], [-3.57, -2.43, 1.29]], "mulliken_charge": [-0.87, -0.12, 0.76, -0.64, -0.50, -0.01, -0.67, 0.27, 0.18, 0.28, 0.39, 0.37, 0.22, 0.35, -0.65, 0.32, 0.32], "spin_multiplicity": 1, "smiles": "C=Cc1cc[nH]c1.O", "total_energy_ev": -9904.6151, "de_lowest_ev": 0.989, "homo_ev": -8.0}